Record 1
{
  "formula": "C22H21ClO3S",
  "method": "ωB97M-V with the def2-TZVPD basis set",
  "elements": ["C", "O", "C", "C", "C", "C", "C", "C", "C", "C", "C", "C", "C", "C", "C", "C", "H", "H", "H", "H", "H", "H", "H", "H", "H", "H", "H", "H", "H", "H", "H", "Cl", "C", "S", "C", "C", "C", "C", "C", "C", "O", "O", "H", "H", "H", "H", "H", "H"],
  "positions_angstrom": [[5.509, -2.340, -2.684], [5.152, -0.956, -2.653], [3.855, -0.574, -2.743], [3.562, 0.810, -2.546], [2.264, 1.193, -2.223], [1.188, 0.225, -2.206], [-0.086, 0.586, -1.669], [-1.338, -0.051, -2.008], [-2.449, 0.741, -2.396], [-3.671, 0.134, -2.692], [-3.826, -1.255, -2.559], [-5.202, -1.862, -2.704], [-2.709, -2.054, -2.250], [-1.495, -1.460, -1.915], [1.490, -1.044, -2.776], [2.789, -1.461, -3.004], [6.593, -2.363, -2.623], [5.088, -2.874, -1.836], [5.191, -2.820, -3.607], [4.412, 1.494, -2.455], [2.059, 2.259, -2.021], [-0.126, 1.564, -1.169], [-2.334, 1.825, -2.473], [-4.545, 0.741, -2.950], [-5.131, -2.956, -2.776], [-5.912, -1.625, -1.886], [-5.654, -1.499, -3.639], [-2.848, -3.140, -2.168], [-0.665, -2.100, -1.593], [0.683, -1.749, -3.019], [3.004, -2.507, -3.252], [0.013, -0.556, 0.676], [0.284, 0.867, 1.578], [-1.061, 1.172, 2.652], [-0.522, 1.516, 4.354], [-0.644, 0.509, 5.305], [-0.338, 0.801, 6.629], [0.098, 2.077, 6.980], [0.220, 3.072, 6.011], [-0.093, 2.797, 4.684], [-1.742, 2.386, 2.226], [-1.810, -0.067, 2.812], [1.276, 1.083, 1.994], [-0.970, -0.480, 5.001], [-0.447, 0.017, 7.377], [0.330, 2.306, 8.033], [0.556, 4.072, 6.279], [-0.001, 3.547, 3.906]],
  "e_above_lowest_kj_mol": 86.85,
  "lumo_ev": -1.858,
  "e_tot_ev": -52649.734,
  "homo_ev": -6.532,
  "homo_lumo_gap_ev": 4.67
}

---

Record 2
{
  "formula": "C22H21CuN9O2",
  "method": "ωB97M-V with the def2-TZVPD basis set",
  "elements": ["Cu", "C", "N", "C", "N", "C", "N", "C", "C", "C", "C", "C", "C", "C", "N", "N", "C", "O", "C", "C", "C", "C", "C", "C", "N", "C", "N", "C", "N", "C", "H", "H", "H", "H", "H", "H", "H", "H", "H", "H", "H", "H", "H", "H", "H", "H", "C", "C", "N", "O", "H", "H", "H", "H", "H"],
  "positions_angstrom": [[0.374, -2.633, 1.302], [4.450, 0.724, 0.343], [3.685, -0.518, 0.310], [2.653, -0.856, 1.080], [2.103, -1.968, 0.616], [2.871, -2.270, -0.472], [3.829, -1.405, -0.695], [3.574, 1.940, 0.128], [3.957, 3.162, 0.669], [3.204, 4.303, 0.433], [2.052, 4.232, -0.333], [1.657, 3.009, -0.865], [2.419, 1.867, -0.639], [0.461, 2.951, -1.708], [0.024, 3.857, -2.509], [-1.115, 3.337, -3.107], [-1.277, 2.157, -2.622], [-0.310, 1.832, -1.724], [-2.324, 1.192, -2.961], [-2.920, 1.269, -4.214], [-3.907, 0.361, -4.556], [-4.299, -0.617, -3.655], [-3.725, -0.684, -2.391], [-4.254, -1.715, -1.416], [-3.301, -2.061, -0.365], [-2.039, -2.459, -0.487], [-1.499, -2.585, 0.714], [-2.518, -2.239, 1.557], [-3.622, -1.906, 0.938], [-2.733, 0.225, -2.046], [5.192, 0.632, -0.448], [4.978, 0.796, 1.292], [2.333, -0.285, 1.937], [2.703, -3.129, -1.100], [4.856, 3.224, 1.273], [3.515, 5.249, 0.855], [1.455, 5.114, -0.528], [2.110, 0.930, -1.090], [-2.594, 2.031, -4.910], [-4.368, 0.405, -5.534], [-5.067, -1.330, -3.934], [-4.548, -2.620, -1.946], [-5.129, -1.339, -0.891], [-1.549, -2.632, -1.432], [-2.433, -2.253, 2.631], [-2.274, 0.206, -1.064], [0.609, -2.603, 5.694], [0.446, -2.138, 4.277], [0.060, -0.858, 4.094], [0.655, -2.900, 3.330], [0.879, -1.792, 6.368], [1.362, -3.385, 5.729], [-0.338, -3.032, 6.029], [-0.163, -0.264, 4.873], [-0.156, -0.527, 3.167]],
  "lumo_ev": -2.260,
  "e_tot_ev": -85296.542,
  "homo_ev": -11.270,
  "total_charge": 1,
  "homo_lumo_gap_ev": 9.01
}

---

Record 3
{
  "formula": "C22H21F2NO",
  "method": "ωB97M-V with the def2-TZVPD basis set",
  "elements": ["C", "C", "C", "C", "C", "C", "C", "H", "H", "C", "N", "H", "C", "H", "C", "C", "C", "C", "C", "C", "C", "H", "H", "F", "H", "H", "C", "C", "C", "C", "C", "C", "H", "H", "F", "H", "H", "O", "H", "H", "H", "H", "H", "H", "H", "H", "H"],
  "positions_angstrom": [[5.516, -4.330, 2.860], [4.830, -3.193, 2.165], [5.542, -2.297, 1.380], [4.905, -1.241, 0.752], [3.539, -1.052, 0.901], [2.822, -1.946, 1.687], [3.460, -3.002, 2.308], [2.888, -3.690, 2.914], [1.758, -1.807, 1.801], [2.838, 0.103, 0.236], [1.523, -0.301, -0.231], [1.633, -1.061, -0.897], [0.765, 0.772, -0.842], [0.748, 1.624, -0.157], [-0.687, 0.331, -1.136], [-1.472, -0.067, 0.106], [-0.959, -0.027, 1.395], [-1.736, -0.418, 2.472], [-3.028, -0.849, 2.246], [-3.564, -0.904, 0.972], [-2.777, -0.511, -0.092], [-3.170, -0.547, -1.097], [-4.576, -1.247, 0.827], [-3.788, -1.230, 3.296], [-1.347, -0.393, 3.478], [0.054, 0.293, 1.569], [-1.386, 1.501, -1.806], [-1.580, 1.516, -3.180], [-2.194, 2.594, -3.793], [-2.606, 3.656, -3.011], [-2.422, 3.668, -1.640], [-1.810, 2.583, -1.042], [-1.668, 2.573, 0.028], [-2.758, 4.513, -1.061], [-3.205, 4.714, -3.600], [-2.354, 2.617, -4.859], [-1.253, 0.672, -3.764], [-0.674, -0.763, -2.044], [-0.427, -1.551, -1.549], [1.204, 1.119, -1.794], [3.470, 0.510, -0.573], [2.693, 0.907, 0.970], [5.478, -0.557, 0.142], [6.607, -2.428, 1.253], [6.486, -4.532, 2.412], [4.910, -5.232, 2.814], [5.671, -4.085, 3.911]],
  "e_above_lowest_kj_mol": 7.98,
  "lumo_ev": 0.648,
  "e_tot_ev": -32127.677,
  "smiles": "Cc1ccc(CNCC(O)(c2ccc(F)cc2)c2ccc(F)cc2)cc1",
  "homo_ev": -8.847,
  "homo_lumo_gap_ev": 9.49
}

---

Copy entry 3 word for word.
{
  "formula": "C22H21F2NO",
  "method": "ωB97M-V with the def2-TZVPD basis set",
  "elements": ["C", "C", "C", "C", "C", "C", "C", "H", "H", "C", "N", "H", "C", "H", "C", "C", "C", "C", "C", "C", "C", "H", "H", "F", "H", "H", "C", "C", "C", "C", "C", "C", "H", "H", "F", "H", "H", "O", "H", "H", "H", "H", "H", "H", "H", "H", "H"],
  "positions_angstrom": [[5.516, -4.330, 2.860], [4.830, -3.193, 2.165], [5.542, -2.297, 1.380], [4.905, -1.241, 0.752], [3.539, -1.052, 0.901], [2.822, -1.946, 1.687], [3.460, -3.002, 2.308], [2.888, -3.690, 2.914], [1.758, -1.807, 1.801], [2.838, 0.103, 0.236], [1.523, -0.301, -0.231], [1.633, -1.061, -0.897], [0.765, 0.772, -0.842], [0.748, 1.624, -0.157], [-0.687, 0.331, -1.136], [-1.472, -0.067, 0.106], [-0.959, -0.027, 1.395], [-1.736, -0.418, 2.472], [-3.028, -0.849, 2.246], [-3.564, -0.904, 0.972], [-2.777, -0.511, -0.092], [-3.170, -0.547, -1.097], [-4.576, -1.247, 0.827], [-3.788, -1.230, 3.296], [-1.347, -0.393, 3.478], [0.054, 0.293, 1.569], [-1.386, 1.501, -1.806], [-1.580, 1.516, -3.180], [-2.194, 2.594, -3.793], [-2.606, 3.656, -3.011], [-2.422, 3.668, -1.640], [-1.810, 2.583, -1.042], [-1.668, 2.573, 0.028], [-2.758, 4.513, -1.061], [-3.205, 4.714, -3.600], [-2.354, 2.617, -4.859], [-1.253, 0.672, -3.764], [-0.674, -0.763, -2.044], [-0.427, -1.551, -1.549], [1.204, 1.119, -1.794], [3.470, 0.510, -0.573], [2.693, 0.907, 0.970], [5.478, -0.557, 0.142], [6.607, -2.428, 1.253], [6.486, -4.532, 2.412], [4.910, -5.232, 2.814], [5.671, -4.085, 3.911]],
  "e_above_lowest_kj_mol": 7.98,
  "lumo_ev": 0.648,
  "e_tot_ev": -32127.677,
  "smiles": "Cc1ccc(CNCC(O)(c2ccc(F)cc2)c2ccc(F)cc2)cc1",
  "homo_ev": -8.847,
  "homo_lumo_gap_ev": 9.49
}